{
  "formula": "C40H67As2KOP",
  "method": "ωB97M-V/def2-TZVPD",
  "orbital_gap_ev": [2.17, 2.16],
  "charge": -1,
  "largest_force_ev_per_a": 4.749,
  "homo_ha": [-0.00071, -0.00082],
  "relative_energy_kj_mol": 33.04,
  "symbols": ["K", "C", "C", "C", "C", "C", "C", "C", "C", "C", "C", "C", "C", "H", "H", "H", "H", "H", "H", "H", "H", "H", "H", "H", "H", "H", "H", "H", "H", "H", "H", "C", "As", "C", "C", "C", "C", "C", "C", "C", "As", "C", "C", "H", "H", "H", "H", "H", "H", "H", "H", "H", "H", "H", "H", "H", "H", "H", "H", "C", "C", "C", "C", "C", "C", "P", "C", "C", "C", "C", "C", "C", "C", "C", "C", "C", "C", "C", "H", "H", "H", "H", "H", "H", "H", "H", "H", "H", "H", "H", "H", "H", "H", "H", "H", "H", "H", "H", "H", "H", "H", "H", "H", "H", "H", "H", "H", "H", "H", "H", "H", "O"],
  "positions_angstrom": [[13.807470, -10.105897, -12.058185], [11.990009, -15.570923, -15.527630], [13.115833, -14.770143, -14.927971], [14.305097, -14.439230, -15.599544], [14.473551, -14.721257, -17.058463], [15.336421, -13.776581, -14.947212], [16.670059, -13.656013, -15.670080], [15.194757, -13.424209, -13.601097], [16.260514, -12.560702, -13.022421], [13.948952, -13.674167, -12.956876], [13.732898, -13.521040, -11.509776], [12.947901, -14.481697, -13.555013], [11.741759, -14.964813, -12.812083], [12.166752, -15.886453, -16.558440], [11.022384, -15.000303, -15.549939], [11.773813, -16.453013, -14.947497], [13.500258, -14.691640, -17.595815], [14.926812, -15.720863, -17.269132], [15.081783, -13.933497, -17.508957], [16.608459, -14.109726, -16.660211], [17.415554, -14.126604, -14.991393], [16.970928, -12.616587, -15.754747], [17.255546, -12.993202, -13.156050], [16.016259, -12.286598, -11.999851], [16.253561, -11.635292, -13.614431], [13.604639, -14.495740, -10.987699], [12.799524, -12.933289, -11.227992], [14.636028, -13.076423, -11.024912], [11.926699, -15.980489, -12.376731], [10.881406, -15.007404, -13.458673], [11.464403, -14.292412, -12.005077], [12.415782, -12.542607, -7.534259], [12.383627, -10.840235, -8.631716], [10.422068, -10.517568, -8.272613], [13.044879, -9.744057, -7.097539], [12.226963, -9.522788, -5.990436], [12.752833, -8.796284, -4.898538], [13.976458, -8.205252, -4.957435], [14.814083, -8.447898, -6.096129], [14.329594, -9.133333, -7.232246], [15.376885, -9.155786, -8.879352], [16.714388, -10.466023, -8.082476], [16.431165, -7.571354, -8.750441], [11.883359, -12.447664, -6.595142], [13.457014, -12.763585, -7.353696], [12.030395, -13.423427, -8.137223], [10.005494, -11.321072, -7.703209], [9.935159, -10.421694, -9.250338], [10.320976, -9.654980, -7.683897], [11.259537, -9.991270, -5.956486], [12.136769, -8.594886, -4.011213], [14.333031, -7.520951, -4.127495], [15.789621, -7.982879, -6.079537], [16.854198, -11.231703, -8.864441], [16.189499, -10.954315, -7.227220], [17.707527, -10.057574, -7.841774], [16.850430, -7.425155, -7.753917], [15.905557, -6.673451, -9.099760], [17.215955, -7.663014, -9.478628], [9.029817, -7.333459, -18.921581], [8.162408, -7.989551, -17.841868], [8.507785, -7.428712, -16.449311], [9.960967, -6.933357, -16.344202], [10.851122, -7.811801, -17.289004], [10.540020, -7.574519, -18.749934], [10.617056, -6.617804, -14.628962], [11.908843, -5.275730, -15.016939], [13.298342, -5.890024, -14.585298], [14.348606, -4.758106, -14.399999], [14.312174, -3.665747, -15.506869], [13.372824, -3.928433, -16.717561], [11.993601, -4.464407, -16.328187], [9.199610, -5.776360, -13.847622], [9.190978, -4.229504, -13.833145], [7.947486, -3.631605, -13.183880], [7.576521, -4.351256, -11.937779], [7.120328, -5.834318, -12.298837], [8.171425, -6.436379, -13.178619], [8.830074, -6.276789, -18.884656], [8.699458, -7.606053, -19.951909], [8.465953, -9.047309, -17.856306], [7.086512, -7.889806, -18.023019], [8.331904, -8.057645, -15.594599], [7.899206, -6.541997, -16.294992], [10.061819, -5.973939, -16.840659], [10.634120, -8.886560, -17.062684], [11.906481, -7.618536, -16.981970], [10.832214, -8.427575, -19.404678], [11.117663, -6.746197, -19.148168], [11.595519, -4.572236, -14.235170], [13.654099, -6.774484, -15.167507], [13.019838, -6.341248, -13.610939], [15.352875, -5.207423, -14.317020], [14.040285, -4.238958, -13.458280], [15.343603, -3.431957, -15.896909], [13.906888, -2.788954, -14.970856], [13.878397, -4.697072, -17.334571], [13.297022, -3.000760, -17.340172], [11.592184, -5.021911, -17.163379], [11.393364, -3.565725, -16.190134], [9.899796, -8.536048, -11.886173], [9.228135, -3.853197, -14.886344], [10.098269, -3.893461, -13.332841], [7.074831, -3.794931, -13.851697], [8.183127, -2.573854, -13.003397], [6.824912, -3.828759, -11.347195], [8.510892, -4.448686, -11.346107], [6.099998, -5.919008, -12.691527], [7.200106, -6.466789, -11.408581], [8.346775, -7.467233, -13.022762], [10.847358, -9.114176, -10.822120], [10.947767, -8.748644, -11.797175]],
  "atomic_forces_ev_per_a": [[-0.3, 0.3, -0.1], [-0.7, 0.6, -1.1], [-0.3, -0.5, 1.0], [-0.8, 0.1, 0.1], [-0.8, -0.5, -1.1], [0.1, -0.8, 0.0], [-0.1, 0.1, 1.2], [-1.5, 0.3, -0.4], [-0.2, 0.3, -0.2], [0.1, -1.9, -0.5], [0.3, 1.0, 2.4], [1.4, 1.2, -1.7], [0.2, -0.3, 0.5], [0.1, 0.0, 0.1], [0.8, -0.3, 0.0], [0.1, -0.4, 0.2], [0.6, -0.1, 0.4], [-0.2, 0.7, 0.1], [-0.2, -0.3, -0.2], [0.6, 0.0, 0.5], [-0.1, 0.0, -0.8], [0.1, 0.3, -0.2], [0.0, 0.0, 0.5], [0.6, -0.1, 0.1], [0.2, 0.1, 0.2], [0.1, 0.4, -0.4], [1.2, -0.4, -0.4], [-0.9, -0.1, -0.1], [-0.2, 0.7, -0.3], [-0.3, -0.2, -0.2], [0.1, -0.1, 0.1], [-0.1, -0.7, -1.5], [-0.6, -0.4, 1.3], [0.9, -0.7, -1.5], [0.2, 0.6, -1.2], [1.8, -0.1, 0.5], [-1.9, 0.0, 0.1], [2.2, 0.3, -0.4], [-1.4, 0.5, 0.4], [-0.6, 0.6, 2.0], [0.0, -1.8, 0.1], [-0.6, -0.5, -0.6], [0.0, 1.1, 0.2], [-0.1, 0.1, 0.0], [0.4, 0.0, 0.3], [0.2, 1.1, 0.7], [-0.3, -0.8, 0.1], [-0.1, 0.0, 0.5], [-0.2, 1.5, 0.4], [-0.2, 0.1, 0.2], [0.1, -0.2, -0.4], [-0.4, -1.1, -1.1], [0.1, 0.0, -0.2], [0.1, 0.2, 0.3], [0.7, 0.5, -0.5], [-0.5, 0.0, 0.2], [0.1, 0.1, -0.2], [-0.3, -0.3, 0.4], [0.6, -0.4, -0.2], [-0.6, 0.3, -0.9], [1.1, -0.9, 0.4], [0.4, 1.5, -0.2], [0.1, -0.2, -1.5], [0.6, -1.0, 2.1], [-0.3, -0.5, -0.6], [0.2, -1.1, -0.8], [0.6, -0.4, 0.4], [-0.9, 0.2, 0.6], [-0.6, -0.5, 0.0], [-0.1, 0.6, -0.1], [1.3, -0.8, 0.1], [-0.4, 0.5, 0.4], [-2.3, 0.9, 1.2], [-0.5, -0.8, -1.1], [-0.2, 0.1, -0.9], [0.2, -1.8, 0.8], [1.1, 1.2, 0.6], [2.9, 1.6, -1.4], [0.0, 0.8, 0.1], [0.2, -0.1, 0.7], [-0.6, 0.0, 0.0], [0.3, -0.1, -0.2], [-0.4, -0.8, 0.1], [-0.4, 0.1, 0.2], [-0.6, 0.4, 0.0], [0.4, 0.7, 0.1], [-0.5, -0.3, -0.7], [-0.1, 0.2, 0.7], [-0.1, 0.4, 0.0], [0.8, 0.0, 0.0], [-0.4, 0.9, -0.1], [0.8, 0.2, -0.2], [-0.4, 0.3, 0.3], [0.7, -0.6, -0.5], [-1.0, -0.1, 0.5], [0.4, 0.1, -0.5], [-0.2, 0.3, 0.1], [0.0, -0.8, 0.5], [-0.1, 0.0, -0.3], [-0.6, -0.1, -0.1], [3.3, -0.5, -0.3], [0.2, -0.3, 0.6], [0.0, 0.2, 0.1], [0.5, 0.7, -0.1], [-0.6, -0.1, -0.1], [0.0, 0.0, 0.0], [-0.6, 0.0, 0.1], [0.2, 0.2, 0.0], [-0.5, 0.3, 0.2], [-0.2, -1.3, -0.3], [0.8, 0.9, -2.5], [-3.9, -0.4, 2.7]],
  "mulliken_charge": [-1.462, -2.222, 1.556, 0.920, -2.290, 2.088, -2.195, -0.458, -1.685, 1.793, -1.715, 0.134, -2.029, 0.366, 0.353, 0.417, 0.436, 0.287, 0.511, 0.407, 0.371, 0.325, 0.475, -0.016, 0.248, 0.410, 0.231, 0.283, 0.295, 0.528, 0.267, -1.288, 0.702, -1.843, 0.347, -0.455, -0.551, -0.723, 0.121, -0.538, 0.608, -0.943, -1.254, 0.451, 0.383, 0.330, 0.452, 0.563, 0.496, 0.320, 0.327, 0.277, 0.265, 0.235, 0.308, 0.366, 0.344, 0.319, 0.341, -0.606, -0.813, -0.909, 0.001, -0.687, -0.713, 0.013, 0.567, -0.708, -0.812, -0.652, -0.927, -0.367, 1.081, -0.361, -0.851, -0.813, -1.019, -0.767, 0.297, 0.405, 0.336, 0.419, 0.430, 0.252, 0.040, 0.324, 0.233, 0.372, 0.245, 0.046, 0.341, 0.369, 0.328, 0.283, 0.371, 0.275, 0.343, 0.427, 0.013, 0.202, 0.122, 0.093, 0.411, 0.324, 0.425, 0.379, 0.329, 0.290, 0.400, 0.445, 0.038, 0.144]
}

{
  "formula": "C4H7NO2",
  "method": "ωB97M-V/def2-TZVPD",
  "orbital_gap_ev": 10.19,
  "smiles": "C/C=C(/C)[N+](=O)[O-]",
  "largest_force_ev_per_a": 4.427,
  "homo_ha": -0.37137,
  "relative_energy_kj_mol": 459.23,
  "symbols": ["C", "C", "C", "C", "N", "O", "O", "H", "H", "H", "H", "H", "H", "H"],
  "positions_angstrom": [[-1.025004, 0.241372, 1.705838], [0.170294, -0.004206, 0.898246], [0.301147, -0.137837, -0.410022], [1.596444, -0.176750, -1.138392], [-0.908968, -0.153532, -1.300279], [-0.767673, -0.583852, -2.428157], [-1.928671, 0.189059, -0.863146], [-0.839112, -0.260093, 2.701127], [-1.932785, -0.222345, 1.263651], [-1.256835, 1.347420, 2.006934], [0.987917, 0.033635, 1.624897], [1.992212, 0.902429, -1.049358], [2.293518, -0.862243, -0.794136], [1.317516, -0.313057, -2.217203]],
  "atomic_forces_ev_per_a": [[-2.2, 0.0, 2.1], [-0.1, 0.9, 0.8], [0.5, -0.2, 0.0], [-1.4, 3.3, -2.0], [3.4, -1.4, -0.8], [0.3, -0.2, -0.5], [-3.8, 1.6, 1.6], [-0.3, 0.5, -0.9], [0.5, 0.6, 0.5], [0.6, -1.8, -1.0], [0.7, -0.2, -1.2], [-0.1, -1.7, -0.2], [1.2, -1.3, 0.6], [0.8, -0.2, 1.0]],
  "mulliken_charge": [-1.052, 0.058, 0.255, -1.134, 0.995, -0.621, -0.622, 0.326, 0.308, 0.242, 0.311, 0.234, 0.354, 0.347]
}

{
  "formula": "C2H8N2",
  "method": "ωB97M-V/def2-TZVPD",
  "orbital_gap_ev": 10.28,
  "smiles": "NCCN",
  "largest_force_ev_per_a": 0.932,
  "homo_ha": -0.33382,
  "relative_energy_kj_mol": 11.88,
  "symbols": ["N", "C", "C", "N", "H", "H", "H", "H", "H", "H", "H", "H"],
  "positions_angstrom": [[-0.117394, -1.003905, -1.640739], [-0.453156, -0.034705, -0.604826], [0.516679, 0.031861, 0.598203], [0.102477, 1.092942, 1.538675], [0.781135, -0.788545, -2.060974], [0.045370, -1.918268, -1.196986], [-1.439837, -0.269082, -0.203534], [-0.451116, 0.957380, -1.059447], [0.482461, -0.960118, 1.068118], [1.516868, 0.262985, 0.249883], [-0.730037, 1.550318, 1.188581], [-0.091559, 0.733864, 2.461322]],
  "atomic_forces_ev_per_a": [[0.3, -0.8, 0.4], [0.8, 0.1, 0.3], [-0.9, 0.1, 0.0], [0.1, -0.2, -0.3], [-0.1, 0.2, 0.0], [-0.3, 0.4, -0.3], [-0.1, 0.1, -0.2], [-0.3, 0.0, -0.1], [0.3, 0.2, 0.1], [0.3, -0.2, -0.1], [0.0, 0.0, 0.2], [-0.1, 0.0, 0.0]],
  "mulliken_charge": [-0.619, -0.686, -0.328, -0.564, 0.248, 0.242, 0.357, 0.386, 0.264, 0.242, 0.234, 0.225]
}